The following is a quantum chemistry calculation of an isolated ion of composition C6H15O3SSi and charge -1, from OMol25.

Its LUMO energy is 3.59 eV. As for the HOMO-LUMO gap: 8.05 eV. The calculation puts the HOMO energy at -4.465 eV. As for the total charge: -1.

Each atom is followed by the atoms it is bonded to, with distances in Å.
Atoms and positions in Å:
1 C -1.047 -0.285 2.797  C5 1.508, H12 1.090, H13 1.092, H14 1.087
2 C 1.371 -0.799 0.886  C6 1.503, H15 1.091, H16 1.091, H17 1.089
3 C -1.230 -1.119 -1.912  Si10 1.930, H18 1.083, H19 1.084, H20 1.083
4 C 1.516 0.302 -2.270  Si10 1.914, H21 1.084, H22 1.084, H23 1.086
5 C -1.300 -0.277 1.310  C1 1.508, C6 1.817, H24 1.085, H25 1.083
6 C 0.222 0.016 0.362  C2 1.503, C5 1.817, Si10 2.025, S11 1.779
7 O -0.304 2.075 -0.755  Si10 1.764, S11 1.550
8 O -0.172 2.415 1.672  S11 1.450
9 O 1.873 2.126 0.405  S11 1.450
10 Si -0.245 0.500 -1.548  C3 1.930, C4 1.914, C6 2.025, O7 1.764, S11 2.552, H26 1.533
11 S 0.476 1.767 0.548  C6 1.779, O7 1.550, O8 1.450, O9 1.450, Si10 2.552
12 H -0.479 -1.164 3.101  C1 1.090
13 H -1.996 -0.292 3.338  C1 1.092
14 H -0.503 0.614 3.073  C1 1.087
15 H 1.241 -1.857 0.650  C2 1.091
16 H 1.501 -0.686 1.963  C2 1.091
17 H 2.280 -0.441 0.405  C2 1.089
18 H -1.159 -1.291 -2.979  C3 1.083
19 H -0.832 -1.993 -1.411  C3 1.084
20 H -2.283 -1.045 -1.670  C3 1.083
21 H 2.200 0.907 -1.685  C4 1.084
22 H 1.861 -0.726 -2.255  C4 1.084
23 H 1.566 0.645 -3.298  C4 1.086
24 H -1.694 -1.218 0.939  C5 1.085
25 H -1.920 0.557 1.007  C5 1.083
26 H -0.945 1.270 -2.674  Si10 1.533